#A
Here is a cluster of 3 separate species, C21H30N2O4 in total from the Open Molecules 2025 dataset. Energies are from wB97M-V/def2-TZVPD.

Properties
HOMO level = -0.32966 Eh
orbital gap = 8.8 eV
structure (SMILES) = CC(=O)OCCCc1ccc2nccnc2c1.C1CCOC1.C1CCOC1

Each line ends with the Löwdin charge.
Positions of all 57 atoms, in Å:
1 C 2.61 -3.86 2.51  0.01
2 C 3.77 -3.13 1.92  -0.55
3 O 4.87 -3.27 2.35  0.14
4 O 3.56 -2.35 0.83  -0.01
5 C 2.76 -1.17 1.08  -0.16
6 C 1.33 -1.38 0.64  -0.17
7 C 0.42 -0.17 0.94  -0.12
8 C -0.98 -0.67 1.28  -0.20
9 C -1.72 -0.16 2.38  -0.04
10 C -2.94 -0.69 2.69  -0.01
11 C -3.53 -1.72 1.94  -0.23
12 N -4.74 -2.22 2.31  0.13
13 C -5.19 -3.18 1.55  -0.13
14 C -4.49 -3.68 0.43  -0.12
15 N -3.33 -3.22 0.06  0.13
16 C -2.82 -2.21 0.83  -0.21
17 C -1.56 -1.67 0.53  0.04
18 H 1.89 -3.17 2.94  0.08
19 H 2.06 -4.44 1.77  0.09
20 H 2.94 -4.52 3.30  0.09
21 H 3.22 -0.39 0.49  0.13
22 H 2.83 -0.90 2.13  0.13
23 H 0.94 -2.23 1.18  0.09
24 H 1.27 -1.61 -0.42  0.11
25 H 0.78 0.43 1.77  0.12
26 H 0.36 0.48 0.07  0.09
27 H -1.28 0.64 2.96  0.11
28 H -3.49 -0.30 3.54  0.11
29 H -6.14 -3.62 1.80  0.10
30 H -4.92 -4.47 -0.15  0.10
31 H -1.03 -2.07 -0.32  0.12
32 C 1.62 0.62 -4.74  -0.17
33 C 1.85 1.71 -3.70  -0.16
34 C 1.42 1.00 -2.42  -0.22
35 O 1.72 -0.38 -2.60  -0.15
36 C 2.03 -0.63 -3.98  -0.20
37 H 2.20 0.76 -5.66  0.11
38 H 0.56 0.57 -5.01  0.12
39 H 2.91 1.96 -3.65  0.12
40 H 1.29 2.62 -3.89  0.11
41 H 0.34 1.11 -2.25  0.11
42 H 1.94 1.37 -1.54  0.11
43 H 3.11 -0.82 -4.06  0.12
44 H 1.50 -1.53 -4.31  0.12
45 C -0.41 5.03 -0.03  -0.16
46 C -0.89 4.30 1.22  -0.16
47 C -1.65 3.13 0.61  -0.19
48 O -1.00 2.82 -0.62  -0.15
49 C -0.09 3.87 -0.95  -0.21
50 H 0.45 5.68 0.15  0.11
51 H -1.21 5.64 -0.45  0.11
52 H -0.04 3.94 1.80  0.11
53 H -1.51 4.90 1.88  0.11
54 H -2.69 3.40 0.41  0.12
55 H -1.64 2.24 1.24  0.09
56 H 0.94 3.50 -0.79  0.11
57 H -0.20 4.11 -2.01  0.12

---

#B
Here is the molecule C21H30N2O4 from the Open Molecules 2025 dataset. Energies are from wB97M-V/def2-TZVPD.

Properties
HOMO level = -0.29493 Eh
orbital gap = 8.6 eV
structure (SMILES) = CCOC(=O)N1CCC(N2CCC[C@@H](C(=O)c3cccc(OC)c3)C2)CC1

Each line ends with the Löwdin charge.
Positions of all 57 atoms, in Å:
1 C -1.89 -4.17 -5.57  -0.06
2 C -0.76 -3.29 -5.06  -0.22
3 H -0.10 -3.88 -4.40  0.12
4 H -0.18 -2.87 -5.88  0.12
5 O -1.25 -2.17 -4.34  -0.02
6 C -1.59 -2.40 -3.05  -0.54
7 O -1.44 -3.46 -2.49  0.09
8 N -2.15 -1.31 -2.47  -0.04
9 C -2.21 0.00 -3.07  -0.13
10 H -1.98 -0.09 -4.13  0.12
11 C -1.25 0.95 -2.37  -0.11
12 H -1.34 1.95 -2.81  0.12
13 H -0.22 0.61 -2.53  0.12
14 C -1.57 1.00 -0.87  -0.32
15 N -0.77 1.92 -0.09  -0.14
16 C 0.66 1.80 -0.16  -0.14
17 C 1.31 2.38 1.11  -0.22
18 C 0.92 1.52 2.29  -0.31
19 O -0.23 1.34 2.63  0.11
20 C 2.03 0.82 2.99  -0.14
21 C 3.27 1.41 3.21  -0.04
22 C 4.25 0.71 3.90  -0.07
23 C 4.01 -0.57 4.36  0.00
24 C 2.76 -1.17 4.15  -0.26
25 C 1.77 -0.46 3.48  0.05
26 H 0.79 -0.87 3.31  0.11
27 O 2.62 -2.42 4.65  -0.08
28 C 1.38 -3.07 4.48  -0.08
29 H 0.57 -2.52 4.97  0.10
30 H 1.49 -4.04 4.95  0.09
31 H 1.13 -3.21 3.42  0.10
32 H 4.76 -1.12 4.89  0.12
33 H 5.21 1.17 4.09  0.11
34 H 3.47 2.42 2.88  0.11
35 H 2.39 2.35 0.97  0.13
36 C 0.85 3.84 1.27  -0.14
37 C -0.66 3.96 1.19  -0.17
38 C -1.17 3.30 -0.09  -0.18
39 H -0.77 3.85 -0.97  0.12
40 H -2.26 3.36 -0.12  0.12
41 H -0.96 5.01 1.23  0.11
42 H -1.11 3.43 2.04  0.11
43 H 1.31 4.43 0.47  0.12
44 H 1.21 4.24 2.23  0.12
45 H 1.08 2.35 -1.03  0.13
46 H 0.94 0.75 -0.25  0.13
47 C -1.48 -0.42 -0.30  -0.11
48 H -1.73 -0.39 0.77  0.12
49 H -0.47 -0.82 -0.41  0.12
50 C -2.45 -1.34 -1.05  -0.13
51 H -2.35 -2.37 -0.71  0.12
52 H -3.48 -1.00 -0.90  0.13
53 H -2.61 1.33 -0.75  0.15
54 H -3.24 0.37 -2.97  0.13
55 H -2.57 -3.59 -6.19  0.08
56 H -1.48 -4.98 -6.17  0.08
57 H -2.44 -4.59 -4.73  0.07

---

#B has the most favorable energy; the next structure is 161.3 kJ/mol above.

---

#A
Here is a structure of composition C34H28Cl3IN2O4PSeTi from the Open Molecules 2025 dataset. Energies are from wB97M-V/def2-TZVPD.

Properties
multiplicity = 2
HOMO level (spin up / spin down) = -0.26128 / -0.26439 Eh
orbital gap (spin up / spin down) = 6.9 / 6.9 eV

Each line ends with the Löwdin charge.
Positions of all 75 atoms, in Å:
1 Ti 0.50 -1.36 0.69  0.54
2 I -0.42 0.57 2.83  1.15
3 C -1.63 2.26 2.44  -0.56
4 C -2.12 2.75 3.60  -0.19
5 C -2.98 3.87 3.63  -0.07
6 C -3.30 4.48 2.46  -0.04
7 C -2.80 3.99 1.23  -0.16
8 C -3.15 4.69 0.05  -0.03
9 C -2.69 4.29 -1.16  -0.05
10 C -1.87 3.15 -1.23  -0.10
11 C -1.51 2.41 -0.13  -0.26
12 P -0.42 0.96 -0.58  1.07
13 C 0.94 1.91 -1.34  -0.36
14 C 1.04 2.18 -2.71  -0.10
15 C 2.06 2.99 -3.18  -0.09
16 C 2.99 3.54 -2.31  -0.09
17 C 2.90 3.27 -0.95  -0.08
18 C 1.88 2.45 -0.47  -0.10
19 C -1.34 0.20 -1.98  -0.35
20 C -2.73 0.28 -2.08  -0.11
21 C -3.42 -0.43 -3.06  -0.09
22 C -2.73 -1.24 -3.95  -0.09
23 C -1.35 -1.33 -3.86  -0.06
24 C -0.66 -0.62 -2.89  -0.09
25 C -1.95 2.83 1.17  -0.16
26 H -1.86 2.28 4.54  0.08
27 H -3.35 4.24 4.58  0.11
28 H -3.94 5.35 2.44  0.11
29 H -3.80 5.55 0.14  0.12
30 H -2.94 4.83 -2.07  0.11
31 H -1.52 2.85 -2.21  0.10
32 H 0.33 1.75 -3.40  0.10
33 H 2.14 3.19 -4.25  0.11
34 H 3.78 4.17 -2.68  0.11
35 H 3.63 3.68 -0.26  0.11
36 H 1.83 2.24 0.59  0.11
37 H -3.29 0.91 -1.39  0.11
38 H -4.50 -0.35 -3.12  0.11
39 H -3.26 -1.79 -4.71  0.10
40 H -0.80 -1.95 -4.56  0.11
41 H 0.42 -0.71 -2.82  0.10
42 C -3.27 -3.34 -0.58  0.02
43 C -1.88 -2.92 -0.24  -0.25
44 N -1.59 -1.82 0.38  -0.12
45 O -2.64 -0.97 0.75  -0.08
46 C -0.73 -3.72 -0.60  -0.27
47 C -0.77 -5.07 -1.25  -0.01
48 N 0.37 -3.15 -0.21  -0.28
49 O 1.55 -3.58 -0.28  -0.09
50 H -3.97 -3.07 0.22  0.09
51 H -3.31 -4.42 -0.71  0.09
52 H -3.59 -2.87 -1.51  0.09
53 H -3.40 -1.17 0.19  0.08
54 H -1.36 -5.05 -2.16  0.08
55 H -1.17 -5.83 -0.58  0.09
56 H 0.25 -5.35 -1.50  0.08
57 Se 0.43 -2.64 2.91  0.62
58 C 2.28 -2.46 3.44  -0.63
59 C 3.30 -2.84 2.57  -0.15
60 C 4.63 -2.69 2.94  -0.09
61 C 4.95 -2.17 4.19  -0.10
62 C 3.93 -1.80 5.06  -0.10
63 C 2.60 -1.94 4.69  -0.14
64 H 3.04 -3.24 1.59  0.07
65 H 5.41 -2.97 2.25  0.09
66 H 5.99 -2.05 4.48  0.10
67 H 4.17 -1.39 6.04  0.10
68 H 1.81 -1.64 5.36  0.09
69 Cl 4.74 -2.19 -0.83  0.66
70 C 4.10 -0.54 -0.85  -1.48
71 Cl 5.08 0.49 0.18  0.65
72 Cl 4.09 0.09 -2.50  0.66
73 C 2.65 -0.64 -0.30  -0.81
74 O 1.73 -0.95 -1.09  -0.14
75 O 2.45 -0.49 0.93  -0.12

---

#B
Here is a structure of composition C34H28Cl3IN2O4PSeTi from the Open Molecules 2025 dataset. Energies are from wB97M-V/def2-TZVPD.

Properties
multiplicity = 2
HOMO level (spin up / spin down) = -0.26133 / -0.28009 Eh
orbital gap (spin up / spin down) = 7.0 / 7.0 eV

Each line ends with the Löwdin charge.
Positions of all 75 atoms, in Å:
1 Ti -1.48 -0.34 0.36  0.39
2 I -0.91 -0.44 3.20  1.23
3 C 1.10 -0.62 3.81  -0.55
4 C 1.16 -1.08 5.10  -0.17
5 C 2.37 -1.14 5.81  -0.07
6 C 3.50 -0.67 5.21  -0.04
7 C 3.47 -0.19 3.88  -0.16
8 C 4.68 0.32 3.35  -0.03
9 C 4.74 0.80 2.08  -0.05
10 C 3.59 0.71 1.28  -0.10
11 C 2.39 0.21 1.73  -0.27
12 P 1.21 -0.07 0.34  1.10
13 C 1.48 1.47 -0.63  -0.36
14 C 1.14 2.67 0.00  -0.10
15 C 1.30 3.88 -0.66  -0.08
16 C 1.79 3.91 -1.96  -0.09
17 C 2.11 2.72 -2.60  -0.08
18 C 1.96 1.50 -1.94  -0.08
19 C 2.05 -1.37 -0.63  -0.34
20 C 3.07 -2.16 -0.12  -0.07
21 C 3.60 -3.21 -0.86  -0.07
22 C 3.11 -3.48 -2.13  -0.08
23 C 2.08 -2.71 -2.65  -0.08
24 C 1.55 -1.67 -1.90  -0.12
25 C 2.27 -0.20 3.11  -0.17
26 H 0.26 -1.39 5.60  0.08
27 H 2.39 -1.52 6.82  0.11
28 H 4.45 -0.65 5.74  0.11
29 H 5.56 0.32 3.99  0.12
30 H 5.65 1.20 1.67  0.11
31 H 3.68 1.01 0.25  0.11
32 H 0.75 2.66 1.01  0.11
33 H 1.04 4.80 -0.16  0.11
34 H 1.92 4.85 -2.47  0.10
35 H 2.50 2.73 -3.61  0.10
36 H 2.24 0.59 -2.44  0.09
37 H 3.44 -1.99 0.88  0.11
38 H 4.38 -3.82 -0.44  0.11
39 H 3.51 -4.30 -2.70  0.11
40 H 1.67 -2.92 -3.63  0.11
41 H 0.73 -1.09 -2.31  0.09
42 C -2.08 0.33 -3.97  0.01
43 C -1.90 0.40 -2.50  -0.24
44 N -1.70 -0.64 -1.75  -0.07
45 O -1.75 -1.84 -2.41  -0.02
46 C -1.87 1.63 -1.70  -0.24
47 C -1.64 3.01 -2.20  0.01
48 N -2.03 1.27 -0.47  -0.20
49 O -1.54 1.65 0.69  -0.26
50 H -2.87 -0.38 -4.22  0.09
51 H -1.17 -0.02 -4.46  0.09
52 H -2.34 1.31 -4.38  0.08
53 H -1.57 -2.49 -1.70  0.05
54 H -0.80 3.04 -2.90  0.08
55 H -1.42 3.67 -1.36  0.08
56 H -2.53 3.39 -2.72  0.09
57 Se -3.72 -1.05 1.31  0.64
58 C -4.87 0.30 0.55  -0.64
59 C -5.68 -0.02 -0.53  -0.14
60 C -6.50 0.95 -1.11  -0.10
61 C -6.50 2.25 -0.61  -0.11
62 C -5.69 2.56 0.47  -0.09
63 C -4.88 1.60 1.05  -0.14
64 H -5.68 -1.03 -0.93  0.09
65 H -7.13 0.69 -1.95  0.10
66 H -7.14 3.00 -1.05  0.10
67 H -5.69 3.57 0.87  0.10
68 H -4.23 1.85 1.88  0.10
69 Cl -0.66 -4.90 -1.17  0.64
70 C -0.43 -4.61 0.57  -1.49
71 Cl -1.92 -5.01 1.44  0.63
72 Cl 0.90 -5.60 1.15  0.63
73 C -0.17 -3.09 0.85  -0.81
74 O 0.65 -2.78 1.68  -0.02
75 O -0.95 -2.32 0.20  -0.29

---

#B has the most favorable energy; the next structure is 46.3 kJ/mol above.

---

#A
Here is the molecule C2HF4IO from the Open Molecules 2025 dataset. Energies are from wB97M-V/def2-TZVPD.

Properties
HOMO level = -0.37213 Eh
orbital gap = 10.2 eV
structure (SMILES) = OC(F)(F)C(F)(F)I

Each line ends with the Löwdin charge.
Positions of all 9 atoms, in Å:
1 C 0.51 -0.19 0.36  -0.62
2 C -0.88 -0.39 -0.20  -0.82
3 O 0.92 1.13 -0.20  -0.05
4 F 0.66 -0.06 1.72  0.11
5 F 1.33 -1.04 -0.15  0.20
6 F -0.84 -0.55 -1.59  -0.03
7 F -1.51 -1.51 0.24  0.05
8 I -2.07 1.37 -0.08  1.03
9 H 1.88 1.22 -0.10  0.12

---

#B
Here is the molecule C2HF4IO from the Open Molecules 2025 dataset. Energies are from wB97M-V/def2-TZVPD.

Properties
HOMO level = -0.38482 Eh
orbital gap = 10.3 eV
structure (SMILES) = OC(F)(F)C(F)(F)I

Each line ends with the Löwdin charge.
Positions of all 9 atoms, in Å:
1 C -0.96 -1.06 0.41  -0.49
2 C -2.30 -1.13 -0.22  -0.88
3 O -0.24 0.40 -0.24  -0.09
4 F -0.88 -1.13 1.74  0.17
5 F -0.17 -1.99 -0.11  0.14
6 F -2.14 -1.36 -1.52  0.07
7 F -2.97 -2.32 0.14  0.00
8 I -3.48 0.58 0.29  1.01
9 H 0.50 0.13 -0.82  0.07

---

#A has the most favorable energy; the next structure is 96.2 kJ/mol above.